Entry 1:
C18H80CdN2O24 | ωB97M-V/def2-TZVPD

The geometry in XYZ format:
```
125
Properties=species:S:1:pos:R:3:lowdin_charge:R:1
Cd -0.10 -8.65 -7.21 0.251
C 4.81 -14.03 -10.06 -0.012
C 5.93 -12.92 -10.14 -0.453
C 7.20 -13.43 -10.89 -0.148
C 6.87 -13.60 -12.37 -0.211
C 6.62 -12.22 -13.01 -0.116
C 5.42 -11.46 -12.28 -0.481
N 5.45 -11.65 -10.78 0.029
O 4.44 -10.78 -10.02 -0.087
C 4.14 -11.80 -12.92 -0.060
C 5.66 -9.98 -12.72 -0.053
C 6.40 -12.67 -8.68 -0.050
H 5.24 -14.96 -9.71 0.087
H 4.40 -14.31 -11.03 0.057
H 3.94 -13.61 -9.55 0.090
H 7.46 -14.44 -10.58 0.119
H 8.08 -12.79 -10.87 0.121
H 6.01 -14.26 -12.47 0.099
H 7.71 -14.11 -12.86 0.112
H 6.31 -12.71 -13.93 0.111
H 7.55 -11.66 -13.16 0.116
H 3.31 -11.32 -12.40 0.096
H 4.05 -12.88 -12.96 0.080
H 4.07 -11.48 -13.96 0.093
H 4.90 -9.35 -12.27 0.079
H 5.67 -9.83 -13.80 0.086
H 6.62 -9.59 -12.39 0.077
H 5.74 -11.99 -8.15 0.073
H 7.32 -12.09 -8.68 0.074
H 6.62 -13.49 -8.00 0.087
C 18.55 -4.90 -13.36 -0.045
C 17.02 -5.13 -13.71 -0.462
C 16.30 -4.36 -12.53 -0.117
C 14.73 -4.36 -12.74 -0.185
C 14.40 -3.90 -14.15 -0.158
C 15.14 -4.65 -15.32 -0.424
N 16.64 -4.57 -15.04 -0.007
O 17.49 -4.93 -16.23 -0.092
C 14.68 -3.79 -16.61 -0.024
C 14.62 -6.10 -15.57 -0.051
C 16.75 -6.67 -13.54 -0.022
H 19.20 -5.37 -14.10 0.074
H 18.84 -5.14 -12.33 0.082
H 18.75 -3.85 -13.57 0.078
H 16.58 -3.32 -12.35 0.115
H 16.57 -4.93 -11.64 0.109
H 14.13 -3.81 -12.02 0.108
H 14.33 -5.37 -12.67 0.087
H 14.66 -2.85 -14.18 0.120
H 13.33 -4.10 -14.20 0.120
H 14.99 -4.45 -17.42 0.077
H 15.17 -2.82 -16.59 0.078
H 13.63 -3.56 -16.42 0.076
H 15.25 -6.87 -16.02 0.083
H 13.74 -6.13 -16.21 0.079
H 14.20 -6.63 -14.71 0.064
H 16.89 -7.09 -14.54 0.078
H 15.69 -6.79 -13.33 0.050
H 17.38 -7.15 -12.80 0.088
O -0.58 -16.61 -13.69 -0.054
H 0.33 -16.36 -13.86 0.026
H -0.58 -16.88 -12.77 0.028
O 5.16 -3.04 -14.65 -0.056
H 4.33 -3.51 -14.73 0.028
H 4.95 -2.14 -14.90 0.030
O 1.32 -4.95 -7.56 -0.108
H 1.10 -4.45 -8.34 0.025
H 2.16 -4.59 -7.28 0.025
O 10.54 -18.23 -4.03 -0.056
H 11.21 -18.35 -4.70 0.028
H 10.03 -19.04 -4.05 0.027
O 5.69 -3.04 -9.82 -0.053
H 5.51 -3.41 -10.68 0.026
H 6.24 -3.70 -9.38 0.025
O 13.00 -17.27 -8.28 -0.054
H 13.19 -16.33 -8.21 0.028
H 12.69 -17.38 -9.18 0.027
O 13.32 -12.51 -15.18 -0.056
H 13.77 -12.89 -14.42 0.028
H 13.48 -11.57 -15.11 0.028
O -1.17 -6.47 -16.09 -0.054
H -0.80 -7.25 -16.50 0.027
H -1.98 -6.78 -15.67 0.028
O -1.80 -9.44 -10.53 -0.124
H -1.53 -9.27 -11.43 0.022
H -2.29 -10.26 -10.58 0.025
O 2.76 -13.98 -3.06 -0.053
H 3.39 -13.48 -2.54 0.026
H 3.29 -14.57 -3.59 0.027
O 12.14 -16.98 -17.85 -0.052
H 11.32 -17.03 -18.35 0.027
H 12.12 -16.11 -17.45 0.025
O 14.79 -12.46 -7.28 -0.053
H 15.66 -12.09 -7.42 0.029
H 14.21 -11.70 -7.19 0.024
O 8.85 -10.14 -1.63 -0.054
H 9.52 -10.59 -2.15 0.028
H 8.25 -10.84 -1.35 0.028
O 3.16 -21.77 -10.21 -0.054
H 3.21 -21.17 -10.95 0.027
H 4.07 -21.85 -9.91 0.027
O 12.57 -8.42 -5.54 -0.057
H 12.69 -7.47 -5.56 0.030
H 13.31 -8.75 -5.03 0.027
O -1.51 -12.16 -5.99 -0.107
H -1.06 -13.00 -6.12 0.024
H -2.16 -12.34 -5.31 0.025
O 6.38 -6.79 -3.44 -0.053
H 6.77 -6.49 -4.26 0.027
H 7.02 -7.41 -3.08 0.023
O 6.18 -6.16 -19.64 -0.053
H 6.34 -6.07 -18.70 0.027
H 6.39 -7.07 -19.83 0.026
O 9.67 -11.71 -19.27 -0.052
H 8.76 -11.47 -19.10 0.026
H 9.89 -12.31 -18.56 0.026
O 3.56 -16.21 -17.72 -0.055
H 3.00 -15.75 -18.34 0.029
H 4.44 -16.17 -18.10 0.026
O 8.29 -6.79 -8.07 -0.054
H 9.07 -7.33 -8.06 0.027
H 7.64 -7.31 -8.55 0.029
O 1.93 -8.78 -3.77 -0.103
H 2.79 -8.45 -3.52 0.024
H 1.73 -9.44 -3.12 0.024
```

Summary:
Kohn-Sham gap ... 0.992 eV
Electronic energy ... -2816.272236 a.u.


Entry 2:
C18H8Cl4N5O10Pd | ωB97M-V/def2-TZVPD

The geometry in XYZ format:
```
46
Properties=species:S:1:pos:R:3:nbo_charge:R:1
Pd 0.83 -0.97 -1.03 1.069
Cl -5.34 -3.03 -0.87 0.055
C -3.78 -2.37 -0.64 0.016
C -3.96 -0.11 1.03 -0.056
Cl -5.57 0.71 0.82 -0.073
C -2.79 0.86 1.09 -0.343
Cl -2.89 2.37 1.93 -0.037
C -1.63 0.30 0.60 0.435
O -0.45 0.73 0.46 -0.743
C -1.42 -2.01 -0.80 0.347
O -0.28 -2.65 -0.44 -0.721
C -2.64 -2.88 -1.13 -0.103
Cl -2.48 -4.32 -2.03 0.039
N -3.82 -0.42 3.45 -0.816
C -4.17 -1.00 2.28 0.650
O -4.63 -2.12 2.20 -0.621
C -3.50 -0.95 -0.18 -0.151
C -3.75 -0.16 -1.45 -0.020
C -2.95 0.10 -2.50 -0.329
C -1.52 -0.18 -2.54 0.167
N -0.92 -1.06 -1.84 -0.397
C -2.05 -1.11 0.25 -0.313
H -3.93 -0.95 4.29 0.399
H -3.38 0.49 3.47 0.416
H -4.77 0.18 -1.54 0.229
H -3.34 0.66 -3.33 0.221
H -0.89 0.47 -3.14 0.205
H -2.05 -1.72 1.17 0.245
O 5.90 4.27 -0.69 -0.395
N 6.06 3.39 0.14 0.539
O 6.88 3.41 1.03 -0.393
C 5.15 2.25 0.09 -0.067
C 4.18 2.19 -0.89 -0.103
C 3.35 1.09 -0.96 -0.117
C 3.37 0.02 -0.01 0.502
O 2.60 -0.96 0.01 -0.650
C 4.42 0.17 0.97 -0.070
C 5.29 1.22 1.01 -0.115
N 4.59 -0.86 2.02 0.532
O 5.74 -1.12 2.32 -0.403
O 3.61 -1.27 2.58 -0.327
N 2.46 1.06 -2.10 0.530
O 2.14 2.10 -2.62 -0.332
O 2.16 -0.06 -2.59 -0.442
H 4.09 2.98 -1.62 0.272
H 6.06 1.25 1.76 0.271
```

Summary:
Kohn-Sham gap ... 5.514 eV
Electronic energy ... -3685.313403 a.u.
Relative energy (zero: lowest compared OMol25 entry of this formula, charge and spin) ... 11.8 kJ/mol
Total charge ... -1


| no. | maximum force (Eh/bohr) |
| --- | --- |
| 1 | 0.1321 |
| 2 | 0.0229 |